Record 1
Entry from OMol25: 13 unconnected molecules or ions with the total composition H26N2O14 (ωB97M-V with the def2-TZVPD basis set).

Values from the calculation:
Total charge: 0
Energy relative to the best compared isomer or geometry (same formula, charge and spin), kJ/mol: 121.0
2S+1: 1
Energy, eV: -32061.0578
LUMO level, eV: -0.1408
HOMO level, eV: -9.28

Each line ends with the Löwdin charge.
Atoms and positions in Å:
1 N -10.063 6.203 4.421  0.32
2 H -10.462 7.016 4.170  0.06
3 H -9.220 6.030 3.940  0.08
4 H -10.826 5.579 4.119  0.13
5 H -9.756 6.144 5.289  0.02
6 N -9.116 8.540 5.820  -0.49
7 O -8.589 7.387 5.566  -0.18
8 O -9.252 8.813 6.972  0.07
9 O -8.927 9.486 4.951  -0.04
10 O -12.703 5.691 2.287  0.01
11 H -13.412 5.178 2.753  0.09
12 H -13.158 6.379 2.029  -0.06
13 O -7.600 4.477 3.836  -0.07
14 H -7.452 4.364 2.875  0.07
15 H -7.857 3.493 3.924  0.11
16 O -12.407 8.492 3.116  -0.05
17 H -12.517 9.415 3.486  0.12
18 H -11.689 8.447 2.535  -0.02
19 O -6.335 5.896 5.893  -0.04
20 H -6.548 5.356 5.213  -0.09
21 H -7.000 6.604 5.739  0.01
22 O -7.775 7.895 3.173  -0.07
23 H -8.087 8.331 3.985  0.00
24 H -6.869 7.613 3.077  0.07
25 O -12.641 4.639 6.078  -0.09
26 H -13.002 5.467 5.595  -0.02
27 H -12.018 4.860 6.696  -0.08
28 O -13.094 6.862 5.229  -0.11
29 H -13.140 7.507 4.397  0.08
30 H -14.094 6.832 5.425  0.12
31 O -10.699 5.614 7.624  0.01
32 H -10.891 5.881 8.494  0.05
33 H -9.858 5.218 7.702  0.04
34 O -11.823 2.835 2.831  -0.07
35 H -11.895 3.683 2.319  0.04
36 H -11.532 2.773 3.738  -0.01
37 O -10.302 3.608 5.063  -0.03
38 H -11.134 3.393 5.317  -0.04
39 H -9.882 3.163 5.828  0.10
40 O -9.908 7.923 1.764  -0.11
41 H -8.972 8.114 2.011  0.00
42 H -9.870 7.724 0.761  0.10


Record 2
Entry from OMol25: 5 unconnected molecules or ions with the total composition C45H62N8O3 (ωB97M-V with the def2-TZVPD basis set).

Values from the calculation:
Total charge: +6
Energy relative to the best compared isomer or geometry (same formula, charge and spin), kJ/mol: 162.7
2S+1: 1
Energy, eV: -65668.4571
LUMO level, eV: -13.1548
HOMO level, eV: -20.00

Each line ends with the Löwdin charge.
Atoms and positions in Å:
1 N -1.249 -0.471 0.253  -0.75
2 O -1.962 -0.173 -0.706  -0.06
3 O -0.782 -1.550 0.341  -0.03
4 O -1.060 0.292 1.117  0.00
5 C -5.857 -1.507 -0.846  -0.09
6 C -5.404 -2.687 0.020  -0.19
7 C -4.666 -2.236 1.298  -0.11
8 N -4.067 -3.296 2.269  -0.25
9 C -3.022 -2.624 3.233  -0.09
10 C -2.640 -3.492 4.427  -0.18
11 C -3.761 -4.109 5.263  -0.15
12 C -4.650 -4.844 4.281  -0.17
13 C -5.170 -3.985 3.131  -0.08
14 C -3.315 -4.338 1.567  -0.01
15 H -6.341 -1.919 -1.732  0.09
16 H -5.074 -0.815 -1.155  0.05
17 H -6.735 -0.936 -0.541  0.09
18 H -4.744 -3.392 -0.486  0.11
19 H -6.297 -3.199 0.377  0.12
20 H -5.271 -1.651 1.990  0.13
21 H -3.859 -1.541 1.067  0.11
22 H -3.580 -1.781 3.641  0.13
23 H -2.162 -2.220 2.699  0.12
24 H -2.200 -2.737 5.079  0.12
25 H -1.856 -4.217 4.209  0.12
26 H -4.306 -3.345 5.818  0.13
27 H -3.422 -4.782 6.051  0.13
28 H -5.574 -5.222 4.718  0.14
29 H -4.259 -5.775 3.869  0.12
30 H -5.730 -3.150 3.551  0.14
31 H -5.807 -4.581 2.477  0.14
32 H -2.668 -3.729 0.936  0.10
33 H -3.929 -5.016 0.976  0.12
34 H -2.735 -4.860 2.328  0.10
35 C 0.270 -0.006 -3.051  0.02
36 N 0.783 -1.252 -3.679  -0.07
37 C 1.441 -1.263 -4.873  0.04
38 C 1.976 -2.429 -5.403  0.05
39 C 1.794 -3.658 -4.770  -0.11
40 C 1.001 -3.684 -3.557  0.08
41 C 0.514 -2.467 -3.016  0.06
42 C 2.436 -4.909 -5.242  -0.10
43 C 3.793 -4.920 -5.685  0.07
44 C 4.491 -6.077 -6.071  0.05
45 N 3.798 -7.218 -6.034  -0.07
46 C 2.487 -7.319 -5.690  0.05
47 C 1.846 -6.204 -5.198  0.05
48 C 4.534 -8.466 -6.321  0.04
49 H 0.292 -0.045 -1.962  0.08
50 H -0.741 0.124 -3.438  0.12
51 H 0.872 0.841 -3.379  0.10
52 H 1.588 -0.300 -5.339  0.15
53 H 2.463 -2.421 -6.367  0.14
54 H 0.817 -4.584 -2.990  0.13
55 H -0.085 -2.385 -2.121  0.12
56 H 4.270 -3.957 -5.795  0.13
57 H 5.527 -6.096 -6.376  0.16
58 H 2.012 -8.281 -5.811  0.16
59 H 0.851 -6.388 -4.821  0.14
60 H 3.923 -9.223 -6.813  0.12
61 H 4.884 -8.994 -5.434  0.12
62 H 5.452 -8.303 -6.886  0.12
63 C -4.836 2.190 0.196  0.02
64 N -4.045 3.310 -0.183  -0.08
65 C -2.741 3.173 -0.513  0.04
66 C -1.986 4.283 -0.810  0.05
67 C -2.524 5.565 -0.752  -0.17
68 C -3.827 5.668 -0.439  0.06
69 C -4.602 4.540 -0.088  0.09
70 C -1.782 6.754 -1.161  -0.11
71 C -0.859 6.763 -2.256  0.08
72 C 0.051 7.822 -2.450  0.04
73 N 0.052 8.852 -1.594  -0.11
74 C -0.890 8.960 -0.622  0.07
75 C -1.819 7.935 -0.412  0.07
76 C 1.127 9.748 -1.688  0.01
77 H -4.538 1.274 -0.315  0.09
78 H -5.872 2.426 -0.046  0.12
79 H -4.758 1.913 1.247  0.13
80 H -2.309 2.215 -0.262  0.12
81 H -0.937 4.231 -1.062  0.13
82 H -4.314 6.633 -0.429  0.15
83 H -5.634 4.481 0.225  0.16
84 H -0.690 5.907 -2.892  0.13
85 H 0.741 7.869 -3.279  0.16
86 H -0.707 9.790 0.044  0.16
87 H -2.499 8.044 0.420  0.14
88 H 1.844 9.479 -2.464  0.12
89 H 1.688 9.732 -0.753  0.13
90 H 0.717 10.722 -1.956  0.14
91 C 6.361 5.708 5.578  0.07
92 N 5.883 4.522 4.806  -0.07
93 C 6.600 3.399 4.725  0.05
94 C 6.184 2.315 3.914  0.10
95 C 4.837 2.379 3.432  -0.12
96 C 4.049 3.501 3.627  0.04
97 C 4.633 4.568 4.281  0.03
98 C 4.252 1.205 2.737  -0.15
99 C 2.968 0.804 2.947  0.03
100 C 2.361 -0.251 2.324  0.06
101 N 3.227 -1.015 1.584  -0.07
102 C 4.510 -0.684 1.285  0.05
103 C 5.014 0.502 1.832  0.06
104 C 2.679 -2.209 0.856  0.04
105 H 6.254 6.615 4.983  0.12
106 H 7.403 5.589 5.875  0.12
107 H 5.717 5.725 6.457  0.12
108 H 7.498 3.475 5.320  0.16
109 H 6.778 1.415 3.853  0.14
110 H 3.023 3.499 3.289  0.13
111 H 4.069 5.464 4.492  0.16
112 H 2.339 1.355 3.630  0.14
113 H 1.331 -0.514 2.519  0.15
114 H 5.097 -1.285 0.607  0.16
115 H 6.024 0.837 1.647  0.14
116 H 3.375 -2.905 1.325  0.12
117 H 2.686 -2.097 -0.228  0.10
118 H 1.666 -2.423 1.198  0.09


Record 3
Entry from OMol25: a single C4H4O molecule (ωB97M-V with the def2-TZVPD basis set).

Values from the calculation:
Total charge: 0
Energy relative to the best compared isomer or geometry (same formula, charge and spin), kJ/mol: 310.8
2S+1: 1
Energy, eV: -6256.1586
SMILES string: C#C[C@@H]1CO1
LUMO level, eV: 1.0360
HOMO level, eV: -10.11

Each line ends with the Löwdin charge.
Atoms and positions in Å:
1 C -1.243 -0.195 1.894  0.13
2 C -0.457 0.048 0.999  -0.09
3 C 0.432 0.546 -0.076  -0.25
4 C 0.503 -0.286 -1.344  -0.12
5 O 1.540 -0.405 -0.361  -0.07
6 H -2.060 -0.520 2.431  0.00
7 H 0.740 1.626 0.253  0.17
8 H -0.295 -0.968 -1.445  0.09
9 H 0.840 0.153 -2.351  0.13


Record 4
Entry from OMol25: 6 unconnected molecules or ions with the total composition C24H66N6O6 (ωB97M-V with the def2-TZVPD basis set).

Values from the calculation:
Total charge: 0
Energy relative to the best compared isomer or geometry (same formula, charge and spin), kJ/mol: 94.5
2S+1: 1
Energy, eV: -47180.7369
SMILES string: COC[C@H](C)N.COC[C@H](C)N.COC[C@H](C)N.COC[C@H](C)N.COC[C@H](C)N.COC[C@H](C)N
LUMO level, eV: 0.6916
HOMO level, eV: -9.06

Each line ends with the Löwdin charge.
Atoms and positions in Å:
1 C -1.094 -4.419 -0.791  -0.09
2 O -0.493 -5.292 -1.727  -0.18
3 C 0.645 -4.725 -2.311  -0.25
4 C 1.278 -5.726 -3.249  -0.43
5 C 1.770 -6.945 -2.477  -0.06
6 N 2.373 -5.065 -4.005  0.04
7 H -1.897 -4.950 -0.282  0.10
8 H -1.539 -3.554 -1.291  0.06
9 H -0.351 -4.147 -0.032  0.09
10 H 0.408 -3.777 -2.824  0.10
11 H 1.373 -4.419 -1.532  0.13
12 H 0.484 -6.053 -3.933  0.14
13 H 0.930 -7.354 -1.922  0.08
14 H 2.545 -6.620 -1.777  0.09
15 H 2.196 -7.693 -3.144  0.08
16 H 2.095 -4.991 -4.978  0.06
17 H 3.169 -5.695 -4.028  0.06
18 C -0.919 -2.629 -5.787  -0.12
19 O -2.233 -2.250 -5.483  -0.18
20 C -2.768 -2.998 -4.405  -0.22
21 C -3.964 -2.276 -3.811  -0.42
22 C -4.493 -3.015 -2.599  -0.07
23 N -5.047 -2.127 -4.831  0.04
24 H -0.223 -2.331 -4.993  0.07
25 H -0.619 -2.101 -6.693  0.09
26 H -0.831 -3.706 -5.973  0.09
27 H -3.107 -3.974 -4.787  0.14
28 H -2.009 -3.198 -3.633  0.10
29 H -3.716 -1.247 -3.551  0.14
30 H -3.768 -2.856 -1.795  0.06
31 H -4.792 -4.062 -2.652  0.08
32 H -5.418 -2.511 -2.303  0.08
33 H -5.070 -2.951 -5.428  0.07
34 H -4.795 -1.384 -5.474  0.06
35 C -2.486 3.130 2.755  -0.12
36 O -1.357 2.359 3.033  -0.22
37 C -1.417 1.720 4.296  -0.21
38 C -0.158 0.923 4.525  -0.44
39 C 0.097 -0.170 3.522  -0.06
40 N -0.279 0.335 5.864  0.04
41 H -2.374 3.756 1.867  0.08
42 H -2.613 3.888 3.545  0.09
43 H -3.426 2.582 2.625  0.10
44 H -1.485 2.493 5.081  0.12
45 H -2.336 1.126 4.382  0.14
46 H 0.691 1.626 4.512  0.14
47 H 0.930 -0.813 3.810  0.08
48 H 0.234 0.182 2.502  0.04
49 H -0.773 -0.843 3.482  0.09
50 H 0.558 -0.128 6.185  0.07
51 H -0.550 1.042 6.536  0.07
52 C 2.084 3.206 0.207  -0.11
53 O 3.200 2.631 0.853  -0.17
54 C 2.978 1.284 1.173  -0.22
55 C 4.308 0.608 1.475  -0.44
56 C 4.084 -0.820 1.955  -0.07
57 N 5.020 1.379 2.491  0.05
58 H 2.133 4.289 0.314  0.07
59 H 1.099 2.959 0.626  0.07
60 H 2.108 2.930 -0.853  0.10
61 H 2.267 1.169 2.003  0.12
62 H 2.553 0.745 0.312  0.10
63 H 4.826 0.559 0.504  0.14
64 H 5.043 -1.304 2.116  0.07
65 H 3.488 -1.387 1.233  0.06
66 H 3.474 -0.794 2.861  0.07
67 H 6.023 1.253 2.448  0.07
68 H 4.848 2.370 2.360  0.06
69 C -1.410 0.816 0.285  -0.10
70 O -1.731 -0.295 -0.539  -0.18
71 C -0.859 -0.526 -1.625  -0.20
72 C 0.633 -0.538 -1.273  -0.44
73 C 1.432 -0.855 -2.541  -0.04
74 N 0.997 -1.440 -0.187  0.08
75 H -0.366 0.878 0.575  0.05
76 H -2.066 0.743 1.149  0.09
77 H -1.747 1.741 -0.212  0.09
78 H -1.147 -1.493 -2.047  0.10
79 H -1.008 0.238 -2.409  0.14
80 H 0.890 0.490 -0.997  0.10
81 H 2.400 -1.307 -2.335  0.08
82 H 1.518 0.010 -3.197  0.08
83 H 0.891 -1.609 -3.134  0.04
84 H 0.321 -1.301 0.565  0.07
85 H 0.836 -2.412 -0.438  0.04
86 C -0.842 5.247 -0.071  -0.11
87 O -1.016 5.914 1.150  -0.19
88 C -0.029 5.588 2.118  -0.20
89 C -0.412 6.199 3.469  -0.41
90 C 0.588 7.268 3.878  -0.08
91 N -0.384 5.178 4.519  0.05
92 H -1.175 4.203 -0.022  0.07
93 H 0.217 5.285 -0.359  0.08
94 H -1.399 5.784 -0.837  0.09
95 H -0.016 4.489 2.186  0.10
96 H 0.984 5.847 1.775  0.12
97 H -1.398 6.657 3.411  0.14
98 H 0.393 7.696 4.865  0.08
99 H 0.621 8.114 3.188  0.08
100 H 1.604 6.864 3.960  0.08
101 H 0.551 4.969 4.842  0.07
102 H -0.786 4.310 4.188  0.01